Computed, not measured: an isolated ion of composition C5H15N2S and charge +1 at a distorted geometry, with wB97M-V/def2-TZVPD.

Element x y z (Å)
C -0.366 -1.237 -2.770
N -1.416 -0.800 -1.803
C -1.233 0.495 -1.095
C -1.229 0.166 0.423
N -2.450 0.788 1.079
C 0.111 0.511 1.114
C 1.180 -0.596 0.818
S 2.818 0.219 1.183
H -0.080 -0.338 -3.299
H -0.709 -1.995 -3.451
H 0.432 -1.628 -2.101
H -2.227 -0.699 -2.362
H -1.997 1.206 -1.482
H -0.321 1.077 -1.300
H -1.426 -1.060 0.366
H -2.209 1.783 0.934
H -3.263 0.479 0.652
H -2.392 0.669 2.042
H 0.123 0.473 2.159
H 0.412 1.526 0.822
H 1.026 -1.397 1.620
H 1.196 -1.061 -0.170
H 2.631 1.512 0.773

* energy: -19235.3702 eV
* HOMO level: -12.253 eV
* net charge: +1
* orbital gap: 8.71 eV
* structure (SMILES): CNC[C@H]([NH3+])CCS



Computed, not measured: C13H18N6O2S2 as an isolated structure at a distorted geometry, with wB97M-V/def2-TZVPD.

Element x y z (Å)
C -3.047 -1.525 -1.393
N -2.574 -0.443 -0.788
C -2.210 -0.536 0.538
N -1.657 0.684 0.927
N -1.664 1.461 -0.231
C -2.203 0.892 -1.028
C -2.398 1.554 -2.334
N -1.328 1.345 -3.309
C -0.641 0.114 -3.594
C 0.443 -0.125 -2.653
O 1.251 0.804 -2.334
C 0.751 1.924 -1.962
C -0.241 2.507 -3.152
H -0.988 3.376 -2.537
H 0.110 2.682 -4.017
H 1.561 2.942 -1.902
H 0.427 2.067 -1.098
H 1.035 -0.938 -2.908
H -0.126 -0.452 -1.661
H -1.447 -0.515 -3.577
H -0.153 0.276 -4.591
H -3.290 0.830 -2.734
H -3.001 2.385 -2.218
S -2.039 -1.863 1.724
C -1.115 -1.660 2.962
C 0.355 -1.253 2.554
O 1.359 -2.060 2.676
N 0.601 -0.158 2.072
C 2.030 0.268 1.590
N 2.257 1.353 0.859
C 3.461 1.145 0.435
C 4.299 0.005 0.653
S 3.204 -0.995 1.604
H 5.359 -0.102 0.395
H 3.977 2.107 -0.142
H -0.190 0.560 1.913
H -1.455 -0.569 3.216
H -1.224 -1.931 3.901
H -3.581 -1.276 -2.223
H -2.219 -2.267 -1.535
H -3.683 -1.994 -0.764

* energy: -48465.6139 eV
* HOMO level: -7.972 eV
* orbital gap: 8.42 eV